{"formula": "C14H15N3OS", "method": "the ωB97M-V functional and the def2-TZVPD basis", "symbols": ["H", "H", "C", "H", "S", "H", "C", "H", "C", "H", "H", "N", "H", "O", "H", "C", "C", "C", "H", "N", "H", "H", "C", "C", "H", "C", "C", "H", "C", "H", "N", "C", "C", "C"], "xyz": [[2.027223, -0.861953, -1.640670], [2.218579, -1.100141, 1.961809], [3.170096, 2.281112, 0.375309], [-2.465645, 1.758118, -0.471811], [0.267697, -2.815344, -1.692887], [-3.876297, -2.856673, 0.158326], [-3.612658, -1.821360, 0.007930], [3.453125, 3.213326, -0.089191], [-2.831356, 0.746436, -0.348205], [1.059312, 1.928841, -3.193193], [0.346047, 1.133878, -1.765257], [0.045132, -1.742148, 0.724899], [-4.809074, 1.141018, -1.080294], [2.404024, 1.495808, -1.762215], [-1.290924, -3.250834, 0.276789], [2.223380, 0.067179, 0.166559], [-2.329807, -1.376092, 0.308933], [-4.129888, 0.403489, -0.682864], [3.823915, 2.839602, 2.332891], [1.703857, -0.910571, -0.681158], [-1.465510, -2.536011, 1.897711], [0.148902, -0.872682, 1.235343], [3.013551, 0.858301, 2.297232], [-1.273558, -2.315789, 0.842804], [-5.528851, -1.226216, -0.747589], [2.593670, 1.295283, -0.406506], [1.082211, 1.869010, -2.106857], [3.183778, 0.682830, 3.348658], [2.448929, -0.141023, 1.524095], [0.829921, 2.846251, -1.680865], [-1.953492, -0.115641, 0.136397], [3.376730, 2.065994, 1.728080], [-4.525906, -0.913073, -0.496414], [0.672888, -1.770926, -0.477792]], "forces_ev_per_a": [[-0.150, -0.155, 0.176], [-0.019, -0.083, 0.017], [-0.038, -0.087, -0.178], [-0.085, 0.111, -0.044], [-0.179, -0.340, -0.521], [-0.026, -0.126, -0.004], [0.061, 0.159, 0.020], [0.016, 0.084, -0.082], [-0.265, 0.208, -0.111], [-0.063, 0.012, 0.032], [0.060, -0.005, -0.006], [0.253, 0.189, 0.111], [-0.043, 0.075, -0.035], [0.453, -0.235, 0.461], [-0.023, 0.119, 0.184], [0.116, 0.450, 0.194], [-0.114, -0.055, -0.124], [0.017, -0.039, 0.007], [0.044, 0.069, 0.051], [0.124, 0.072, -0.225], [0.010, 0.007, -0.075], [0.026, -0.070, -0.075], [-0.001, 0.066, 0.072], [-0.028, -0.219, 0.087], [-0.066, -0.024, -0.021], [-0.186, -0.048, -0.005], [-0.391, 0.138, -0.105], [0.020, -0.020, 0.086], [0.052, -0.009, -0.131], [0.043, -0.045, -0.020], [0.263, -0.097, 0.142], [-0.001, 0.000, 0.044], [0.081, 0.002, 0.047], [0.043, -0.105, 0.031]], "lowdin_charge": [0.13, 0.12, 0.00, 0.10, 0.64, 0.11, -0.02, 0.12, -0.14, 0.09, 0.08, -0.01, 0.10, -0.11, 0.08, -0.18, -0.27, -0.07, 0.10, 0.06, 0.13, 0.11, -0.08, -0.18, 0.11, -0.23, -0.07, 0.10, -0.03, 0.09, 0.11, -0.08, -0.06, -0.87], "homo_ev": -8.1, "fmax_ev_per_a": 0.7, "smiles": "COc1ccccc1NC(=S)NCc1ccccn1", "orbital_gap_ev": 8.84, "relative_energy_kcal_mol": 13.9, "total_charge": 0, "lumo_energy_ev": 0.76}